No. 1
Entry from the Open Molecules 2025 dataset: a 2-piece molecular cluster, C4H12N4 overall (ωB97M-V/def2-TZVPD).

Geometry as XYZ:
```
20
Properties=species:S:1:pos:R:3:mulliken_charge:R:1
C 0.2637 1.2483 0.7747 -0.932
C -1.4483 0.8035 -1.5926 -0.875
C -1.4786 -0.8698 1.3478 -0.984
N 0.5772 -0.0549 0.6015 0.817
N -0.3267 -0.9955 0.4927 -0.891
C 1.8365 -0.3818 -0.0865 0.501
N 1.7039 -1.4397 -0.9130 -0.323
N 2.9097 0.2750 0.0262 -0.723
H 2.5478 -1.8737 -1.2420 0.265
H 0.8603 -1.9806 -0.7723 0.277
H 2.8709 1.0494 0.6759 0.238
H 1.0736 1.9554 0.7021 0.315
H -0.8856 1.3099 -0.5846 0.129
H -0.4496 1.4930 1.5438 0.358
H -2.1061 -1.7404 1.1654 0.274
H -1.1816 -0.8596 2.4061 0.359
H -2.1235 -0.0193 -1.3942 0.212
H -1.9693 1.5894 -2.1323 0.370
H -0.6013 0.4625 -2.1794 0.244
H -2.0729 0.0291 1.1606 0.369
```

Output
- molecular weight (g mol⁻¹) = 116.2
- energy above the lowest of the compared OMol25 structures with the same formula, charge and spin (kcal per mole) = 86.1
- 2S+1 = 1

***

No. 2
Entry from the Open Molecules 2025 dataset: the molecule C4H10NO3P (ωB97M-V/def2-TZVPD).

Geometry as XYZ:
```
19
Properties=species:S:1:pos:R:3:mulliken_charge:R:1
C 1.6825 -1.0325 0.1077 0.396
C -0.2380 1.2837 1.2808 -1.106
C -2.2655 0.5481 -0.6815 -1.200
C 0.2222 -1.2194 -0.4572 -0.066
N 2.4647 -0.3156 -0.6870 -0.452
O 2.0759 -1.4823 1.1474 -0.399
O 0.2451 1.6507 -1.5598 -0.747
O -0.5021 -1.8528 0.5434 -0.567
P -0.3737 0.7116 -0.5058 1.077
H -1.1033 1.9233 1.3644 0.410
H -0.4830 0.3816 1.9188 0.274
H 0.7024 1.6354 1.7077 0.329
H -2.6199 1.5272 -0.2860 0.332
H -2.7370 0.5784 -1.6762 0.353
H -2.7966 -0.1896 -0.1146 0.363
H 0.2004 -1.7495 -1.4598 0.295
H 2.1711 -0.0142 -1.5794 0.203
H 3.3112 0.0516 -0.3137 0.158
H 0.0435 -2.4357 1.2507 0.346
```

Output
- ⟨S²⟩ = 2.01
- molecular weight (g mol⁻¹) = 151.1
- energy above the lowest of the compared OMol25 structures with the same formula, charge and spin (kcal per mole) = 21.9
- 2S+1 = 3

***

No. 3
Entry from the Open Molecules 2025 dataset: a 2-piece molecular cluster, C8H14ClNO3S overall (ωB97M-V/def2-TZVPD).

Geometry as XYZ:
```
28
Properties=species:S:1:pos:R:3:mulliken_charge:R:1
C -1.0449 -0.5719 0.1206 0.527
C 2.0064 1.9578 0.4311 -0.002
C 3.1973 2.5781 -0.2921 -0.240
C 3.0849 1.2342 0.5244 -0.113
C 3.1164 2.6280 -1.8775 -1.028
C -2.5904 -0.6410 2.0925 -1.536
C -3.4236 -1.2486 -0.2987 -1.268
C -2.4887 -0.4148 0.5196 0.430
N -0.7061 -1.8896 0.1364 -0.291
O -0.3526 0.3353 -0.2073 -0.601
O 1.0812 -1.9602 -1.5915 -0.468
O 1.2048 -3.5348 0.2664 -0.657
S 1.0090 -2.0886 0.0394 0.719
Cl 3.8774 -0.1024 1.0318 -0.181
H 1.1751 -1.0214 -1.6341 0.352
H 0.9207 1.8971 0.6261 0.335
H 3.8179 3.2694 0.2141 0.457
H 3.9949 3.1565 -2.2796 0.325
H 2.3056 3.2755 -2.3448 0.277
H 2.7182 1.6584 -2.2248 0.205
H -3.5120 -0.7219 2.3556 0.537
H -2.0693 0.1590 2.6695 0.325
H -2.0823 -1.5169 2.1882 0.373
H -3.4739 -0.9092 -1.3314 0.356
H -3.2924 -2.3981 -0.4799 0.252
H -4.5127 -1.2068 0.0520 0.348
H -2.7398 0.6511 0.4870 0.242
H -1.2213 -2.5746 0.8068 0.325
```

Output
- molecular weight (g mol⁻¹) = 239.7
- energy above the lowest of the compared OMol25 structures with the same formula, charge and spin (kcal per mole) = 79.5
- 2S+1 = 1

***

No. 4
Entry from the Open Molecules 2025 dataset: the molecule C7H10O2 (ωB97M-V/def2-TZVPD).

Geometry as XYZ:
```
19
Properties=species:S:1:pos:R:3:mulliken_charge:R:1
C 1.3658 -0.5813 1.1529 -1.757
C 0.4548 -0.2161 -0.0014 1.583
C 0.8949 -0.7764 -1.3423 -1.572
C -1.1065 -1.0802 0.3104 -0.240
O -1.7259 -1.6077 -0.5839 -0.477
C 0.0643 1.2114 -0.0020 -0.704
C -1.2275 1.5715 -0.6932 -0.763
C -1.2614 1.1414 0.7090 0.730
O -1.7909 0.9660 1.7885 -0.584
H 1.5122 -1.6634 1.2140 0.401
H 0.9477 -0.2287 2.1009 0.404
H 2.3498 -0.1149 1.0286 0.413
H 1.0502 -1.8572 -1.2928 0.392
H 1.8381 -0.2996 -1.6340 0.422
H 0.1628 -0.5760 -2.1266 0.300
H -1.2066 -1.4096 1.3625 0.435
H 0.7791 1.9693 0.2886 0.497
H -1.4119 2.6272 -0.8485 0.313
H -1.6890 0.9243 -1.4308 0.205
```

Output
- SMILES = CC(C)(C=O)[C@H]1CC1=O
- molecular weight (g mol⁻¹) = 126.2
- energy above the lowest of the compared OMol25 structures with the same formula, charge and spin (kcal per mole) = 68.2
- 2S+1 = 1

***

No. 5
Entry from the Open Molecules 2025 dataset: a 2-piece molecular cluster, C5H4 overall (ωB97M-V/def2-TZVPD).

Geometry as XYZ:
```
9
Properties=species:S:1:pos:R:3:mulliken_charge:R:1
C -2.2301 -0.0590 -0.2813 -0.192
C -1.0662 -0.3284 -0.0790 -0.283
C 0.2257 -0.5699 0.4505 -0.802
C 1.2990 0.2292 -0.0645 -0.408
C 2.2190 0.8620 -0.4958 0.382
H -3.0809 0.0122 -0.9116 0.360
H -0.8480 0.0543 1.7189 0.271
H 0.4503 -1.6316 0.5478 0.276
H 3.0313 1.4313 -0.8850 0.396
```

Output
- molecular weight (g mol⁻¹) = 64.1
- energy above the lowest of the compared OMol25 structures with the same formula, charge and spin (kcal per mole) = 91.3
- 2S+1 = 1

***

No. 6
Entry from the Open Molecules 2025 dataset: a 8-piece molecular cluster, C12H38BF4O13 overall (ωB97M-V/def2-TZVPD).

Geometry as XYZ:
```
68
Properties=species:S:1:pos:R:3:mulliken_charge:R:1
B 0.1383 0.8263 0.7956 0.684
F -1.1097 1.3821 0.4408 -0.332
F 0.1500 -0.5253 0.3930 -0.257
F 1.1942 1.4472 0.0817 -0.336
F 0.3620 0.9187 2.1866 -0.526
O -2.0275 -0.5514 2.7814 -0.694
H -1.3997 0.1742 2.9240 0.262
H -1.5414 -1.1727 2.2284 0.315
C -4.0136 1.5430 -4.2841 -0.600
C -4.2315 1.8164 -2.8133 -0.353
O -3.0484 1.5793 -2.0988 -0.300
O -3.5686 0.1996 -4.4453 -0.427
H -3.2808 2.2394 -4.6827 0.310
H -4.9741 1.6917 -4.7883 0.300
H -5.1296 1.2751 -2.4759 0.253
H -4.5569 2.8601 -2.6767 0.398
H -3.1186 2.0412 -1.2585 0.191
H -4.3361 -0.3695 -4.3537 0.255
C 3.0262 1.0785 -2.8922 -0.040
C 2.9259 0.0402 -3.9905 -0.580
O 2.0873 -1.0505 -3.6567 -0.393
O 1.8503 1.8535 -2.8536 -0.520
H 3.8818 1.7255 -3.1301 0.364
H 3.2075 0.5556 -1.9416 0.047
H 3.9520 -0.3534 -4.0859 0.300
H 2.5861 0.5255 -4.9111 0.339
H 2.0172 -1.6613 -4.3904 0.234
H 1.9911 2.6536 -2.3426 0.282
C -3.2282 -2.8459 -1.5013 -0.719
C -1.9593 -2.8973 -0.7238 0.074
O -0.8163 -2.4980 -1.4527 -0.490
O -3.4486 -1.5197 -2.0058 -0.377
H -4.0586 -3.2217 -0.8928 0.353
H -3.2001 -3.4690 -2.4073 0.313
H -1.7486 -3.9278 -0.3888 0.344
H -2.0526 -2.3893 0.2446 -0.051
H -0.0863 -2.5792 -0.8209 0.280
H -4.3757 -1.4587 -2.2482 0.214
C 2.3740 -3.0556 -0.6797 0.192
C 3.6741 -3.7341 -0.2920 -0.507
O 4.6523 -3.5604 -1.3216 -0.530
O 1.4100 -3.1073 0.3523 -0.566
H 1.9850 -3.4441 -1.6185 0.298
H 2.6346 -2.0071 -0.8824 -0.023
H 3.5529 -4.8032 -0.1009 0.318
H 3.9944 -3.3291 0.6789 0.216
H 4.8703 -2.6211 -1.2512 0.305
H 1.7374 -2.6928 1.1518 0.232
C 3.7984 0.7373 2.9599 -0.280
C 4.4441 1.9231 2.2678 -0.509
O 3.4616 2.6831 1.6076 -0.513
O 3.3826 -0.1518 1.9458 -0.333
H 2.9109 1.0660 3.5157 0.188
H 4.4243 0.2513 3.7225 0.382
H 5.1686 1.5074 1.5459 0.241
H 5.0927 2.5566 2.8758 0.348
H 3.1916 2.2214 0.8043 0.279
H 3.0284 -0.9702 2.2878 0.151
C -3.2304 2.6359 4.3078 -0.319
C -2.5962 1.9469 5.5070 -0.325
O -1.8999 2.9564 6.2976 -0.529
O -2.2370 3.0620 3.3902 -0.485
H -3.7976 3.5024 4.6683 0.292
H -3.9768 1.9357 3.9160 0.334
H -1.7855 1.3495 5.0853 0.059
H -3.2921 1.3631 6.1070 0.406
H -2.4754 3.0724 7.0610 0.295
H -2.5567 2.7704 2.5274 0.266
```

Output
- net charge = -1
- molecular weight (g mol⁻¹) = 477.2
- energy above the lowest of the compared OMol25 structures with the same formula, charge and spin (kcal per mole) = 64.4
- 2S+1 = 1

***

No. 7
Entry from the Open Molecules 2025 dataset: C3H5N as an isolated structure (ωB97M-V/def2-TZVPD).

Geometry as XYZ:
```
9
Properties=species:S:1:pos:R:3:mulliken_charge:R:1
C 1.0167 -0.7946 1.3710 -0.650
C -0.4487 -0.5275 0.1692 -0.294
C -0.3493 0.6359 -0.6372 0.086
N -1.3423 0.9716 -1.4079 -0.571
H 1.1846 -1.8498 1.5786 0.299
H 1.6241 -0.1532 0.9076 0.307
H -1.1431 -1.3103 0.3319 0.350
H 0.6000 1.0891 -0.4709 0.217
H -1.1419 1.9389 -1.8423 0.255
```

Output
- molecular weight (g mol⁻¹) = 55.1
- energy above the lowest of the compared OMol25 structures with the same formula, charge and spin (kcal per mole) = 125.3
- 2S+1 = 1

***

No. 8
Entry from the Open Molecules 2025 dataset: the molecule C18H27NO3 (ωB97M-V/def2-TZVPD).

Geometry as XYZ:
```
49
Properties=species:S:1:pos:R:3:mulliken_charge:R:1
C 6.7842 0.6151 0.9193 -0.793
C 5.6554 1.0215 0.3711 0.060
C 4.3643 1.1974 1.1144 -1.224
C 3.3241 0.2722 0.5381 0.195
C 3.2127 -1.0310 0.9893 -0.820
C 2.2854 -1.8919 0.4295 -0.493
C 1.4486 -1.4680 -0.5885 0.892
O 0.5609 -2.2914 -1.2405 -0.547
C -0.2920 -3.0881 -0.4535 -1.041
C -1.3663 -2.2566 0.2712 0.360
O -0.7648 -1.5051 1.2949 -0.597
C -2.0840 -1.3220 -0.7195 -1.051
N -2.6978 -0.2263 0.0083 0.560
C -2.7991 0.9985 -0.7646 -0.420
C -3.2105 2.1526 0.1453 -0.726
C -4.5511 1.8457 0.8042 -0.717
C -4.4502 0.5142 1.5403 -0.775
C -3.9852 -0.5791 0.5827 -0.780
C 1.5566 -0.1444 -1.0557 0.652
O 0.6891 0.2127 -2.0535 -0.365
C 0.8386 1.4778 -2.6447 -1.122
C 2.4959 0.7033 -0.4919 -0.317
H 7.6866 0.4907 0.3450 0.263
H 6.8559 0.3940 1.9719 0.249
H 5.6051 1.2317 -0.6895 0.286
H 4.0311 2.2340 1.0141 0.356
H 4.5161 0.9798 2.1725 0.410
H 3.8568 -1.3821 1.7812 0.387
H 2.2171 -2.9058 0.7905 0.309
H -0.7728 -3.7743 -1.1548 0.461
H 0.2624 -3.6651 0.2939 0.334
H -2.0827 -2.9673 0.7202 0.437
H -1.2276 -0.6489 1.2955 0.427
H -1.3274 -0.9104 -1.3911 0.474
H -2.8066 -1.8957 -1.3197 0.213
H -1.8226 1.2039 -1.2079 -0.052
H -3.5338 0.8980 -1.5840 0.342
H -3.2718 3.0729 -0.4383 0.361
H -2.4491 2.2842 0.9164 0.274
H -4.8260 2.6430 1.4969 0.330
H -5.3277 1.7815 0.0380 0.324
H -5.4157 0.2373 1.9671 0.363
H -3.7282 0.6023 2.3542 0.299
H -3.8775 -1.5211 1.1245 0.383
H -4.7442 -0.7246 -0.2082 0.374
H 0.6403 2.2863 -1.9315 0.392
H 0.1014 1.5188 -3.4459 0.242
H 1.8389 1.6083 -3.0699 0.421
H 2.5872 1.7218 -0.8378 0.411
```

Output
- SMILES = C=CCc1ccc(OC[C@@H](O)CN2CCCCC2)c(OC)c1
- molecular weight (g mol⁻¹) = 305.4
- energy above the lowest of the compared OMol25 structures with the same formula, charge and spin (kcal per mole) = 56.1
- 2S+1 = 1

***

Number 1: F_max 3.4 eV Å⁻¹. Number 2: F_max 8.8 eV Å⁻¹. Number 3: F_max 6.6 eV Å⁻¹. Number 4: F_max 3.3 eV Å⁻¹. Number 5: F_max 4.1 eV Å⁻¹. Number 6: F_max 2.1 eV Å⁻¹. Number 7: F_max 7.9 eV Å⁻¹. Number 8: F_max 0.8 eV Å⁻¹.